{
  "formula": "CH7ClN2Si2",
  "method": "wB97M-V/def2-TZVPD",
  "species": ["H", "H", "H", "N", "H", "H", "C", "H", "Si", "Si", "Cl", "H", "N"],
  "positions_angstrom": [[-1.13736, -0.45546, -2.77686], [-0.42617, -1.80410, -0.45494], [-2.41781, -0.50377, -1.36220], [2.98844, -2.03789, 3.02194], [4.08387, 0.27176, 2.61978], [-1.53730, 0.97795, -1.89791], [-1.41530, -0.06630, -1.75729], [0.54295, 1.40463, 0.94877], [2.88829, -0.42033, 3.00847], [-0.27397, -0.42191, -0.35396], [1.71333, -3.10375, 3.40418], [1.78994, 0.38701, 3.69674], [0.64869, 0.47540, 0.59499]],
  "forces_ev_per_angstrom": [[-0.2687, -0.1749, 1.2672], [0.7387, -2.0160, 0.8101], [1.4700, 0.5472, -1.0288], [0.0966, 0.2857, -0.3059], [0.4630, 0.2936, -0.2302], [-0.4316, 1.1284, -0.1200], [-1.2035, -0.3662, -0.0790], [0.0395, 0.3948, -0.3139], [-1.5880, -0.5681, 0.8020], [0.3514, 1.7618, -0.3940], [0.1380, 0.3622, 0.0446], [0.6476, -0.3469, -0.5289], [-0.4530, -1.3015, 0.0769]],
  "relative_energy_kj_mol": 375.45,
  "smiles": "[H]/N=[SiH]\\C.[SiH2]=NCl",
  "charge": 0
}



{
  "formula": "CH7ClP2Si",
  "method": "wB97M-V/def2-TZVPD",
  "species": ["Si", "H", "H", "H", "H", "Cl", "H", "P", "H", "P", "C", "H"],
  "positions_angstrom": [[2.35693, 0.07775, -1.00445], [-2.18243, -0.94406, -0.63409], [-4.45525, 1.42544, -0.56682], [-3.06392, 2.56037, 0.30040], [2.60763, -2.23679, -0.39227], [2.76251, 1.61355, 0.38147], [1.88395, -1.60340, 1.15948], [-3.28323, 1.12863, 0.33419], [3.50812, -1.24017, 0.64046], [-1.64245, 0.37226, -0.84571], [2.46725, -1.37621, 0.27545], [-0.95911, 0.22263, 0.35190]],
  "forces_ev_per_angstrom": [[-0.0905, -0.3739, 1.1613], [0.2325, 0.2840, -0.3281], [1.4329, -0.7703, 0.3984], [0.4058, -0.6819, 0.0463], [-0.5632, -0.3322, 0.3165], [-0.1070, 0.1382, -0.1826], [-0.4324, 0.1462, -0.1297], [-2.4047, 1.7314, 0.3702], [-0.2775, 0.2232, 0.0503], [-0.1500, -0.6156, -1.0102], [1.4061, 0.2090, -1.2374], [0.5480, 0.0417, 0.5449]],
  "charge": 0
}



{
  "formula": "CH7ClSi2",
  "method": "wB97M-V/def2-TZVPD",
  "species": ["Si", "H", "H", "H", "H", "H", "Si", "Cl", "H", "C", "H"],
  "positions_angstrom": [[-1.08073, -0.58418, 0.15318], [-2.43316, -0.41492, -0.41833], [1.19563, -1.17749, -0.83340], [0.98378, 1.74718, 1.11144], [0.45931, 0.15896, -1.71610], [3.20896, 0.66200, 0.57541], [1.80609, 1.04285, 0.02175], [2.13386, 2.57625, -2.04165], [-1.16210, -2.02206, 0.29402], [0.60827, -0.24054, -0.68888], [-0.98292, 0.09628, 1.44255]],
  "forces_ev_per_angstrom": [[0.6429, -0.2665, 0.1174], [0.3016, 0.7713, -0.4809], [-0.6329, 0.4011, 0.1005], [0.8845, 0.0455, -0.8102], [0.0213, -0.2815, 0.3902], [-1.1977, 0.2856, -0.7914], [-0.4606, 1.2609, -0.8471], [-0.2866, -1.7604, 2.6067], [0.2756, -0.6858, 0.3935], [0.6869, 0.1394, -1.0349], [-0.2348, 0.0906, 0.3562]],
  "relative_energy_kj_mol": 94.83,
  "smiles": "[SiH3]C[SiH2]Cl",
  "charge": 0
}



In order of appearance, total energy = -32404.5630 -40126.7007 -29427.3386 eV.
In order of appearance, LUMO energy = 0.003 -0.026 -0.016 hartree.